No. 1
DFT (ωB97M-V/def2-TZVPD) results for a cluster of 2 separate species, C2H6NO in total at a distorted geometry.

- Relative energy (zero: lowest compared OMol25 entry of this formula, charge and spin): 4.992 eV
- Maximum force: 1.5 eV/A
- LUMO level: -9.911 eV
- Orbital gap: 3.800 eV
- Highest occupied orbital energy: -0.504 hartree
- E_tot: -5696.4934 eV

```
! RIJCOSX wB97M-V def2-TZVPD def2/J DEFGRID3
* xyz 1 1
O 0.51 -0.20 -0.76
C 1.22 -0.12 0.23
C 1.20 -1.09 1.27
N -2.33 1.14 -0.65
H 2.05 0.60 0.26
H 1.96 -0.94 2.04
H 0.67 -2.04 1.19
H -2.23 2.11 -0.42
H -3.06 0.89 -1.27
H -1.48 0.61 -0.54
*
```

***

No. 2
DFT (ωB97M-V/def2-TZVPD) results for a structure of composition C5H12INO2S at a distorted geometry.

- Relative energy (zero: lowest compared OMol25 entry of this formula, charge and spin): 4.442 eV
- Maximum force: 6.6 eV/A
- LUMO level: -1.531 eV
- Orbital gap: 4.240 eV
- Highest occupied orbital energy: -0.212 hartree
- E_tot: -29894.3087 eV

```
! RIJCOSX wB97M-V def2-TZVPD def2/J DEFGRID3
* xyz 0 1
O 4.43 -1.01 -0.66
C 3.28 -0.86 -0.16
O 2.82 0.48 -0.05
C 1.41 0.62 -0.37
C 0.57 -0.16 0.77
C -0.70 0.65 1.30
C -1.80 0.95 0.18
N -2.15 -0.24 -0.68
S -2.42 -1.74 0.19
H 2.69 -1.78 0.16
H 1.11 0.13 -1.41
H 1.06 1.71 -0.35
H 0.34 -1.21 0.39
H 1.28 -0.29 1.67
H -1.17 0.19 2.25
H -0.31 1.68 1.65
H -1.37 1.75 -0.54
H -2.74 1.45 0.63
H -1.43 -0.41 -1.42
H -3.04 0.00 -1.17
H -3.76 -1.86 0.53
I 1.90 -0.04 -2.93
*
```

***

No. 3
DFT (ωB97M-V/def2-TZVPD) results for a cluster of 4 separate species, C22H42N5O8PS in total at a distorted geometry.

- SMILES string: NC(=O)CCC1=C(P(O)O)C(=O)C(N=C=S)=CC1=O.COC[C@@H](C)N.COC[C@@H](C)N.COC[C@@H](C)N
- Maximum force: 5.1 eV/A
- LUMO level: -1.962 eV
- Orbital gap: 7.305 eV
- Highest occupied orbital energy: -0.341 hartree
- E_tot: -67443.8678 eV

```
! RIJCOSX wB97M-V def2-TZVPD def2/J DEFGRID3
* xyz 0 1
N 4.70 -3.01 1.17
C 3.68 -2.58 2.12
O 3.38 -3.38 3.05
C 2.92 -1.16 2.01
C 2.02 -1.23 0.67
C 1.08 -2.53 0.84
C -0.04 -2.52 1.72
P -0.58 -1.02 2.75
O -0.59 0.40 1.75
O -2.24 -1.18 3.22
C -0.86 -3.88 1.83
O -1.51 -4.04 2.89
C -0.83 -5.00 0.69
N -1.89 -6.02 0.54
C -1.93 -6.80 1.59
S -2.09 -7.23 3.19
C 0.29 -4.96 -0.17
C 1.41 -3.83 -0.01
O 2.48 -4.05 -0.61
H 4.54 -4.01 0.98
H 4.63 -2.46 0.30
H 2.23 -1.11 2.93
H 3.64 -0.28 2.02
H 2.74 -1.36 -0.22
H 1.43 -0.28 0.46
H -0.62 0.05 0.83
H -2.70 -1.47 2.39
H 0.39 -5.74 -1.00
C 1.43 3.67 0.29
O 0.92 2.84 -0.74
C -0.49 2.68 -0.73
C -1.27 3.84 -1.38
C -1.35 5.09 -0.50
N -0.71 4.21 -2.68
H 0.86 3.58 1.21
H 1.45 4.71 -0.05
H 2.46 3.38 0.48
H -0.69 1.77 -1.31
H -0.85 2.47 0.29
H -2.30 3.49 -1.54
H -0.42 5.66 -0.50
H -2.13 5.76 -0.87
H -1.60 4.83 0.53
H -0.75 3.40 -3.30
H 0.29 4.35 -2.55
C -3.23 -7.35 -3.61
O -3.73 -6.03 -3.67
C -5.14 -5.94 -3.86
C -5.98 -6.13 -2.58
C -6.08 -7.59 -2.13
N -5.46 -5.33 -1.47
H -3.78 -8.03 -4.27
H -3.26 -7.72 -2.58
H -2.19 -7.33 -3.92
H -5.32 -4.92 -4.23
H -5.47 -6.62 -4.66
H -7.00 -5.79 -2.80
H -5.17 -7.94 -1.64
H -6.89 -7.70 -1.41
H -6.29 -8.25 -2.98
H -5.49 -4.35 -1.74
H -4.46 -5.53 -1.39
C 3.22 5.81 2.42
O 3.21 6.07 1.03
C 2.85 7.40 0.68
C 4.00 8.42 0.80
C 4.32 8.82 2.23
N 5.23 7.92 0.16
H 2.44 6.37 2.95
H 4.20 6.03 2.84
H 3.04 4.74 2.57
H 2.55 7.36 -0.37
H 1.97 7.72 1.25
H 3.69 9.33 0.27
H 4.89 8.06 2.77
H 4.93 9.73 2.24
H 3.41 9.03 2.79
H 5.04 7.75 -0.83
H 5.41 6.99 0.54
*
```

***

No. 4
DFT (ωB97M-V/def2-TZVPD) results for a structure of composition C13H46N3O7 at a distorted geometry.

- Relative energy (zero: lowest compared OMol25 entry of this formula, charge and spin): 2.502 eV
- Maximum force: 17.2 eV/A
- LUMO level: -2.204 eV
- Orbital gap: 9.503 eV
- Highest occupied orbital energy: -0.430 hartree
- E_tot: -33011.5552 eV

```
! RIJCOSX wB97M-V def2-TZVPD def2/J DEFGRID3
* xyz 1 1
N 0.40 -0.10 -0.71
H 1.20 0.06 -1.09
H -0.12 0.59 -0.82
H 0.76 -0.05 0.33
H 0.02 -1.00 -1.02
C 1.42 1.69 2.41
C 1.39 2.92 1.50
C 2.41 4.10 1.84
O 2.07 4.50 3.16
C 2.99 5.53 3.56
N 1.60 2.47 0.15
H 0.50 1.05 2.37
H 1.37 2.08 3.36
H 2.32 1.18 2.39
H 0.37 3.37 1.46
H 2.18 4.94 1.16
H 3.49 3.75 1.66
H 3.10 6.30 2.79
H 3.86 5.12 3.71
H 2.64 5.70 4.59
H 1.14 3.11 -0.48
H 2.63 2.29 -0.22
C -4.45 -2.64 -0.95
C -3.37 -1.71 -0.33
C -2.78 -2.09 1.01
O -3.61 -1.99 2.12
C -3.06 -2.01 3.46
N -2.35 -1.51 -1.42
H -4.85 -2.19 -1.94
H -5.14 -2.61 -0.24
H -4.11 -3.57 -1.19
H -4.03 -0.62 -0.35
H -1.67 -1.63 1.28
H -2.48 -3.08 0.98
H -3.72 -1.97 4.35
H -2.33 -1.32 3.63
H -2.37 -2.84 3.46
H -1.95 -2.35 -1.50
H -2.71 -1.41 -2.25
C 3.49 -0.98 -2.66
O 2.17 -1.06 -3.41
H 3.28 -1.26 -1.64
H 3.87 0.09 -2.87
H 4.08 -1.74 -3.12
H 2.29 -1.22 -4.31
C -2.56 2.02 1.68
O -2.31 1.60 0.27
H -1.81 2.86 1.85
H -2.38 1.01 2.24
H -3.67 2.17 1.76
H -3.09 1.97 -0.32
C -0.49 1.56 -3.96
O -0.24 2.27 -2.77
H 0.27 0.88 -4.07
H -0.72 2.31 -4.82
H -1.48 1.06 -3.96
H -0.10 3.20 -3.05
C 2.27 -2.92 0.76
O 2.42 -1.71 1.51
H 1.36 -2.77 0.06
H 2.41 -3.70 1.10
H 2.92 -2.91 -0.08
H 3.60 -1.58 1.80
C 0.45 -4.12 -2.63
O -0.38 -3.69 -1.60
H 0.10 -3.80 -3.47
H 0.46 -5.15 -2.77
H 1.53 -3.81 -2.55
H -0.55 -4.64 -1.22
*
```

***

No. 5
DFT (ωB97M-V/def2-TZVPD) results for the ion C4H10N2O2 with charge +1 at a distorted geometry.

- Relative energy (zero: lowest compared OMol25 entry of this formula, charge and spin): 2.155 eV
- Maximum force: 1.2 eV/A
- LUMO level (alpha / beta): -3.225 / -8.904 eV
- Orbital gap (alpha / beta): 11.456 / 5.326 eV
- Highest occupied orbital energy (alpha / beta): -0.540 / -0.523 hartree
- Expectation value of S²: 0.76
- E_tot: -11375.9565 eV

```
! RIJCOSX wB97M-V def2-TZVPD def2/J DEFGRID3
* xyz 1 2
C -0.05 -0.59 -0.13
N 1.33 -0.76 -0.26
C 1.92 -2.02 -0.51
O 1.23 -2.98 -0.65
C -0.39 0.90 -0.23
C -1.94 1.09 -0.04
O -2.23 2.17 0.81
N 0.43 1.54 0.78
H -0.41 -0.90 0.87
H -0.63 -1.28 -0.72
H 1.89 0.07 -0.03
H 3.01 -2.01 -0.59
H -0.02 1.31 -1.17
H -2.42 1.16 -1.01
H -2.28 0.24 0.54
H -2.33 3.02 0.37
H 0.22 1.18 1.71
H 0.32 2.54 0.80
*
```

***

No. 6
DFT (ωB97M-V/def2-TZVPD) results for a structure of composition C46H39Br2F3N5O5S2SbZr.

- Relative energy (zero: lowest compared OMol25 entry of this formula, charge and spin): 1.056 eV
- Maximum force: 0.9 eV/A
- LUMO level: -6.367 eV
- Orbital gap: 6.452 eV
- Highest occupied orbital energy: -0.471 hartree
- E_tot: -243737.7830 eV

```
! RIJCOSX wB97M-V def2-TZVPD def2/J DEFGRID3
* xyz 2 1
Zr -0.37 0.55 -0.22
C -3.23 -1.03 0.91
O -1.86 -1.18 0.48
C -1.53 -2.43 -0.02
C -2.41 -3.49 -0.12
C -1.94 -4.71 -0.60
C -0.61 -4.86 -0.96
C 0.27 -3.79 -0.87
C -0.20 -2.57 -0.42
N 0.61 -1.41 -0.27
N 1.87 -1.64 -0.31
C 2.80 -0.76 0.08
C 2.49 0.38 0.85
O 1.26 0.84 0.91
C 3.48 1.01 1.63
C 4.78 0.59 1.53
C 5.17 -0.47 0.66
C 6.53 -0.83 0.53
C 6.89 -1.84 -0.31
C 5.91 -2.54 -1.03
C 4.58 -2.21 -0.91
C 4.19 -1.17 -0.07
H -3.44 -1.75 1.69
H -3.90 -1.17 0.06
H -3.34 -0.02 1.30
H -3.44 -3.40 0.19
H -2.62 -5.54 -0.67
H -0.25 -5.82 -1.32
H 1.31 -3.90 -1.13
H 3.19 1.84 2.26
H 5.54 1.08 2.12
H 7.27 -0.29 1.10
H 7.93 -2.12 -0.41
H 6.21 -3.35 -1.68
H 3.83 -2.76 -1.46
Br 0.26 -1.82 3.03
C 0.01 -0.12 3.88
Br -1.19 1.04 2.89
H 0.97 0.38 3.94
H -0.43 -0.28 4.86
F 6.77 0.99 -4.06
C 5.58 1.38 -3.60
C 4.52 1.47 -4.49
C 3.28 1.86 -4.00
C 3.10 2.14 -2.65
C 4.19 2.07 -1.79
C 5.44 1.69 -2.26
Sb 1.20 2.65 -1.85
C 1.87 4.25 -0.65
C 1.65 4.32 0.72
C 2.22 5.34 1.48
C 3.00 6.28 0.84
F 3.54 7.26 1.57
C 3.25 6.24 -0.52
C 2.69 5.21 -1.26
C 0.28 3.54 -3.53
C -0.22 2.71 -4.53
C -0.86 3.24 -5.64
C -1.02 4.61 -5.71
F -1.65 5.13 -6.76
C -0.56 5.46 -4.72
C 0.09 4.91 -3.62
H 4.68 1.26 -5.54
H 2.46 1.98 -4.71
H 4.09 2.34 -0.75
H 6.30 1.63 -1.61
H 1.03 3.58 1.22
H 2.06 5.41 2.54
H 3.88 6.99 -0.98
H 2.90 5.15 -2.32
H -0.13 1.62 -4.46
H -1.25 2.61 -6.43
H -0.71 6.53 -4.81
H 0.44 5.57 -2.84
N -6.81 4.62 2.79
C -5.75 4.21 2.05
C -5.95 3.64 0.77
C -4.89 3.21 0.02
C -3.59 3.33 0.53
C -3.37 3.89 1.79
C -4.44 4.33 2.54
S -2.27 2.83 -0.46
O -2.14 3.59 -1.67
O -1.06 2.75 0.41
N -2.42 1.25 -0.76
C -2.38 0.70 -2.01
S -3.33 0.99 -3.40
C -2.42 -0.22 -4.23
C -1.47 -0.74 -3.44
N -1.44 -0.21 -2.16
H -7.73 4.64 2.40
H -6.67 5.13 3.65
H -6.96 3.55 0.38
H -5.06 2.79 -0.96
H -2.36 4.00 2.17
H -4.27 4.77 3.51
H -2.65 -0.49 -5.26
H -0.78 -1.53 -3.71
C 2.02 -1.67 -3.55
O 1.52 -0.43 -3.04
H 3.11 -1.65 -3.63
H 1.60 -1.90 -4.53
H 1.73 -2.45 -2.86
H 1.66 0.22 -3.73
*
```

***

No. 7
DFT (ωB97M-V/def2-TZVPD) results for a cluster of 11 separate species, C28H80N2O21 in total at a distorted geometry.

- SMILES string: COCCNCCOC.COCCNCCOC.OCCO.OCCO.OCCO.OCCO.OCCO.OCCO.OCCO.OCCO.O
- Relative energy (zero: lowest compared OMol25 entry of this formula, charge and spin): 5.208 eV
- Maximum force: 5.0 eV/A
- LUMO level: -0.084 eV
- Orbital gap: 8.492 eV
- Highest occupied orbital energy: -0.315 hartree
- E_tot: -76297.8541 eV

```
! RIJCOSX wB97M-V def2-TZVPD def2/J DEFGRID3
* xyz 0 1
C -5.18 -0.44 2.75
O -4.40 -1.23 3.59
C -5.02 -1.19 4.90
C -6.11 -2.24 5.15
N -5.49 -3.56 4.96
C -6.47 -4.63 4.82
C -5.92 -5.86 4.07
O -5.30 -5.58 2.80
C -5.03 -6.71 1.89
H -5.41 -0.92 1.80
H -4.61 0.42 2.39
H -6.16 -0.10 3.08
H -5.29 -0.18 5.19
H -4.17 -1.31 5.57
H -6.96 -2.10 4.48
H -6.38 -2.30 6.21
H -4.74 -3.52 4.29
H -7.41 -4.39 4.32
H -6.61 -4.95 5.85
H -6.65 -6.67 4.03
H -5.07 -6.26 4.62
H -4.50 -6.26 1.05
H -6.05 -7.08 1.76
H -4.47 -7.38 2.54
C -3.11 -20.61 -11.64
O -2.74 -19.27 -11.55
C -2.53 -18.52 -12.75
C -2.88 -17.05 -12.39
N -1.80 -16.50 -11.51
C -1.77 -14.96 -11.37
C -2.72 -14.49 -10.21
O -2.37 -14.89 -8.81
C -3.50 -14.96 -8.00
H -3.46 -20.89 -10.65
H -2.25 -21.26 -11.79
H -3.95 -20.88 -12.27
H -3.28 -18.76 -13.51
H -1.58 -18.73 -13.24
H -3.78 -17.04 -11.78
H -3.01 -16.47 -13.30
H -2.06 -16.86 -10.60
H -1.99 -14.52 -12.34
H -0.78 -14.57 -11.13
H -3.74 -14.71 -10.52
H -2.80 -13.40 -10.21
H -4.12 -14.07 -8.14
H -3.18 -15.01 -6.96
H -4.11 -15.78 -8.38
O -10.66 -5.42 -1.05
C -9.73 -6.38 -0.72
C -10.22 -7.20 0.48
O -10.55 -6.29 1.54
H -11.41 -5.90 -1.41
H -9.52 -7.04 -1.56
H -8.75 -5.94 -0.56
H -9.52 -7.92 0.91
H -11.03 -7.89 0.24
H -10.72 -5.46 1.10
O -8.05 -5.34 -9.47
C -8.55 -5.01 -8.27
C -9.14 -3.68 -8.24
O -10.41 -3.67 -8.77
H -8.47 -6.05 -9.95
H -9.19 -5.79 -7.86
H -7.62 -5.13 -7.71
H -8.42 -3.07 -8.78
H -9.32 -3.26 -7.24
H -10.33 -3.85 -9.71
O -3.89 -2.48 -9.12
C -3.51 -2.50 -7.76
C -2.54 -3.64 -7.53
O -3.15 -5.05 -7.71
H -4.40 -3.30 -9.10
H -2.96 -1.57 -7.65
H -4.46 -2.42 -7.21
H -2.36 -3.75 -6.46
H -1.61 -3.59 -8.09
H -2.79 -5.74 -7.15
O 0.04 -6.73 -1.78
C 0.91 -7.66 -1.15
C 1.57 -7.19 0.19
O 2.47 -6.17 0.13
H 0.53 -5.91 -1.89
H 0.39 -8.59 -0.95
H 1.67 -7.85 -1.90
H 1.99 -8.01 0.76
H 0.68 -6.87 0.72
H 2.32 -5.63 0.91
O -5.22 -3.28 -0.85
C -4.15 -3.47 -1.81
C -3.46 -2.03 -2.11
O -4.50 -1.25 -2.79
H -4.83 -3.33 0.03
H -3.37 -4.12 -1.43
H -4.41 -3.86 -2.79
H -2.58 -2.07 -2.75
H -3.14 -1.57 -1.18
H -5.24 -0.99 -2.25
O -5.62 -10.42 -5.28
C -5.53 -9.10 -4.68
C -4.18 -8.83 -3.89
O -3.03 -8.65 -4.74
H -4.98 -10.46 -5.99
H -5.63 -8.33 -5.45
H -6.19 -8.88 -3.84
H -4.17 -9.79 -3.37
H -4.29 -8.07 -3.12
H -2.32 -8.31 -4.19
O 1.96 -13.99 -5.16
C 1.29 -13.65 -6.35
C 0.50 -12.35 -6.27
O -0.59 -12.21 -5.36
H 1.35 -13.88 -4.43
H 2.06 -13.59 -7.12
H 0.71 -14.57 -6.41
H 0.09 -12.17 -7.26
H 1.15 -11.48 -6.15
H -0.98 -11.37 -5.60
O -7.43 -11.85 -0.55
C -6.91 -12.96 -1.31
C -6.01 -13.88 -0.43
O -6.87 -14.75 0.33
H -8.19 -11.51 -1.02
H -7.81 -13.43 -1.71
H -6.36 -12.52 -2.13
H -5.32 -13.31 0.19
H -5.44 -14.55 -1.07
H -7.58 -14.13 0.49
O -10.33 -10.13 -2.85
H -11.28 -10.04 -2.76
H -10.20 -10.31 -3.78
*
```

***

No. 8
DFT (ωB97M-V/def2-TZVPD) results for an isolated molecule of C4H7NS.

- Relative energy (zero: lowest compared OMol25 entry of this formula, charge and spin): 5.059 eV
- Maximum force: 0.9 eV/A
- LUMO level: 0.137 eV
- Orbital gap: 6.837 eV
- Highest occupied orbital energy: -0.246 hartree
- E_tot: -16581.8723 eV

```
! RIJCOSX wB97M-V def2-TZVPD def2/J DEFGRID3
* xyz 0 1
C -0.20 0.78 0.25
C 0.01 2.01 -0.15
C -0.47 -1.40 -0.28
C 0.67 -0.51 0.42
N 1.91 -0.51 -0.08
S -1.81 -0.17 -0.02
H -0.79 2.66 -0.47
H 1.01 2.42 -0.16
H -0.30 -1.47 -1.35
H -0.69 -2.38 0.12
H 0.69 -0.77 1.49
H 1.93 -0.26 -1.07
H -1.95 -0.41 1.30
*
```

***

No. 9
DFT (ωB97M-V/def2-TZVPD) results for a cluster of 2 separate species, CHClF2O in total at a distorted geometry.

- Relative energy (zero: lowest compared OMol25 entry of this formula, charge and spin): 4.633 eV
- Maximum force: 3.5 eV/A
- LUMO level (alpha / beta): -0.749 / -0.747 eV
- Orbital gap (alpha / beta): 8.444 / 8.446 eV
- Highest occupied orbital energy (alpha / beta): -0.338 / -0.338 hartree
- E_tot: -21053.7979 eV

```
! RIJCOSX wB97M-V def2-TZVPD def2/J DEFGRID3
* xyz 0 1
C -0.72 0.22 -0.09
O 0.93 -1.16 0.21
F -0.50 1.12 0.81
F -0.54 0.63 -1.31
Cl 2.31 -0.30 0.30
H -1.49 -0.52 0.09
*
```

***

No. 10
DFT (ωB97M-V/def2-TZVPD) results for a cluster of 2 separate species, C5H10N in total at a distorted geometry.

- Relative energy (zero: lowest compared OMol25 entry of this formula, charge and spin): 3.401 eV
- Maximum force: 7.8 eV/A
- LUMO level: -5.330 eV
- Orbital gap: 10.502 eV
- Highest occupied orbital energy: -0.582 hartree
- E_tot: -6826.8008 eV

```
! RIJCOSX wB97M-V def2-TZVPD def2/J DEFGRID3
* xyz 1 1
C 2.17 -0.05 1.40
C 0.25 0.50 0.48
C 2.17 -1.57 1.52
C -2.05 0.50 -2.22
C -1.96 1.02 -0.71
N -0.74 0.67 -0.17
H 1.65 0.40 2.28
H 2.98 0.53 0.88
H 1.65 -1.97 2.45
H 3.18 -1.85 1.42
H 1.61 -2.05 0.70
H -3.14 0.60 -2.28
H -1.49 1.15 -2.89
H -1.65 -0.53 -2.26
H -2.60 0.53 -0.02
H -2.04 2.11 -0.60
*
```

***

No. 11
DFT (ωB97M-V/def2-TZVPD) results for an isolated molecule of C8H8O3S at a distorted geometry.

- SMILES string: O=C(O)CSc1ccc(O)cc1
- Relative energy (zero: lowest compared OMol25 entry of this formula, charge and spin): 1.825 eV
- Maximum force: 4.5 eV/A
- LUMO level: 0.268 eV
- Orbital gap: 9.067 eV
- Highest occupied orbital energy: -0.323 hartree
- E_tot: -25401.0741 eV

```
! RIJCOSX wB97M-V def2-TZVPD def2/J DEFGRID3
* xyz 0 1
O -4.03 -1.38 0.80
C -3.26 -0.61 0.16
O -2.90 -0.90 -1.07
C -2.44 0.62 0.74
S -1.53 1.42 -0.50
C 0.07 0.69 -0.23
C 1.26 1.48 -0.02
C 2.51 0.86 0.44
C 2.56 -0.52 0.08
O 3.77 -1.18 -0.02
C 1.43 -1.30 -0.16
C 0.17 -0.71 -0.42
H -2.57 -0.11 -1.59
H -3.30 1.28 1.07
H -1.57 0.40 1.59
H 1.05 2.66 0.02
H 3.42 1.26 0.86
H 4.58 -0.54 -0.10
H 1.50 -2.14 -0.82
H -0.70 -1.26 -0.81
*
```

***

Q: Among the records above, which one has the lowest E_tot?
A: C46H39Br2F3N5O5S2SbZr

***

Q: The highest E_tot belongs to which entry?
A: C2H6NO

***

Q: The highest maximum force belongs to which entry?
A: C13H46N3O7